Density functional theory data (ωB97M-V with the def2-TZVPD basis set) for a cluster of 6 separate species, C13H40ClO21P4 in total at a distorted geometry.

XYZ file:
```
79
Properties=species:S:1:pos:R:3:forces:R:3:lowdin_charge:R:1
H 5.030 -4.871 -2.441 0.262 -0.266 0.142 0.08
C -2.997 0.065 -5.016 0.811 0.821 -1.509 -0.13
H -2.714 3.891 2.560 -0.268 -0.163 0.606 0.08
Cl 1.823 4.252 -0.271 -0.747 -0.637 -2.496 0.59
H -2.105 -4.113 4.986 0.041 -0.447 -0.536 0.08
H -2.271 -0.679 -0.173 -0.384 0.007 0.141 0.09
H -1.686 -5.483 6.063 0.251 -0.351 -0.475 0.09
O 0.277 -5.680 2.065 0.945 0.733 0.862 -0.22
O 1.396 3.722 -1.579 0.150 1.515 0.219 -0.42
H 2.836 -0.608 -2.554 -0.200 -0.213 -0.175 0.09
H -1.233 0.013 -1.320 -0.141 0.176 -0.680 0.09
O -4.970 5.815 5.506 0.650 0.121 -0.282 -0.24
H -3.068 -0.987 -5.294 0.421 0.042 0.355 0.09
H 5.158 -4.009 -0.880 -0.142 -0.321 0.262 0.09
O -4.535 -2.033 -3.724 1.217 2.030 0.463 -0.24
H -1.170 -7.029 2.509 -0.265 -0.239 -0.131 0.08
O -4.922 3.414 4.603 0.529 0.543 -0.166 -0.22
P -0.291 -4.547 3.021 0.367 2.801 -0.488 0.47
C -4.994 -3.248 -3.186 -0.345 -0.957 0.433 -0.12
H 5.752 6.182 -5.478 -0.333 -0.509 0.205 0.07
C -0.399 -6.873 1.755 -1.084 -0.040 0.429 -0.10
H 3.623 -4.849 -1.419 0.073 0.136 0.423 0.09
H 2.408 0.073 -4.189 -0.307 -0.397 0.230 0.10
H -3.064 4.968 1.348 -0.550 0.627 0.020 0.09
O 4.082 -3.116 -2.316 -0.725 2.532 -1.957 -0.22
C -5.199 2.690 5.801 0.533 -0.125 0.419 -0.10
C 5.710 6.800 -4.581 0.334 0.216 0.239 -0.18
H -4.595 3.081 6.620 -0.133 0.034 0.130 0.08
O -1.583 -3.917 2.589 1.774 -1.224 0.753 -0.26
H -3.343 0.636 -5.877 -0.553 -0.028 -0.025 0.09
H -0.780 -3.973 6.067 -0.268 0.005 0.498 0.09
H -0.893 5.140 5.824 -0.303 -0.068 0.129 0.09
O 5.886 -1.500 -3.102 -2.158 -0.440 -0.929 -0.25
C -1.292 -4.691 5.426 0.117 1.616 1.342 -0.12
O 5.247 -3.617 -4.647 -1.216 2.728 2.616 -0.28
O 1.495 3.213 0.616 0.121 -1.677 2.534 -0.39
O -5.367 -0.230 -1.963 1.666 -0.566 -1.226 -0.25
H 6.070 7.762 -4.945 -0.441 0.515 0.212 0.06
O 1.024 -3.532 3.036 -1.941 -0.970 -0.163 -0.24
O -2.852 -1.045 -2.077 -1.503 -1.057 -1.651 -0.23
H 7.838 -1.723 -3.388 0.427 -0.464 0.355 0.09
H -6.252 2.707 6.081 -0.008 0.332 -0.255 0.09
P 4.755 -2.544 -3.671 0.393 -0.260 -1.620 0.53
C 7.118 -2.016 -2.623 -0.377 -0.033 -0.314 -0.10
O -4.272 5.247 3.039 0.062 -0.160 2.081 -0.21
O -3.754 0.420 -3.902 -1.886 -0.995 1.392 -0.20
O 4.428 6.847 -3.962 0.573 0.164 -0.556 -0.11
H 6.978 -3.093 -2.521 0.815 -0.080 0.065 0.07
H 2.440 -2.570 1.998 -0.013 0.367 0.200 0.08
O -2.680 4.547 4.991 -1.275 0.296 -0.444 -0.25
O -0.259 -5.089 4.549 -0.105 -0.681 -2.333 -0.21
H -0.872 -6.713 0.786 0.093 -0.522 -0.034 0.10
P -4.240 -0.678 -2.829 -0.267 -0.344 0.481 0.48
H -2.006 0.501 -4.886 0.412 -0.831 0.198 0.10
H -1.156 5.898 4.283 -0.392 -0.456 -0.467 0.09
H -2.109 6.450 5.628 -0.009 -0.100 0.269 0.08
P -4.250 4.880 4.639 0.457 -0.866 -1.502 0.45
H 4.532 6.505 -3.071 -0.264 -0.086 0.043 0.08
C -2.290 -0.179 -1.141 0.555 0.611 1.660 -0.12
H -4.891 -3.320 -2.104 -0.570 0.480 0.111 0.09
O 3.240 4.498 -0.334 0.281 0.364 0.318 -0.39
C -3.573 4.408 2.132 1.220 -0.666 -0.890 -0.12
H 3.972 0.313 -3.545 0.077 0.082 0.323 0.09
O 3.621 -1.533 -4.271 1.910 -3.098 0.206 -0.21
C 4.497 -4.265 -1.708 0.755 -1.815 0.114 -0.15
C 3.164 -0.417 -3.576 0.297 2.026 0.373 -0.12
H -4.202 3.664 1.643 -0.339 0.143 0.307 0.09
H 7.328 -1.549 -1.662 0.086 -0.074 -0.077 0.09
H -4.906 1.649 5.662 0.016 0.058 -0.238 0.09
H -4.441 -4.134 -3.499 0.652 0.411 -0.649 0.08
H -5.997 -3.424 -3.575 -0.223 0.179 0.563 0.09
H -2.854 0.749 -1.047 0.162 0.052 -0.033 0.09
C -1.669 5.558 5.183 -0.144 0.445 0.237 -0.09
O 1.108 5.433 0.148 0.202 0.368 -0.583 -0.39
H 0.990 -1.537 2.227 -0.133 -0.271 0.423 0.09
H 0.272 -7.729 1.819 0.148 0.248 -0.366 0.09
H 1.081 -2.787 0.991 -0.581 -0.454 0.188 0.08
H 6.467 6.488 -3.862 0.078 -0.329 -0.120 0.07
C 1.351 -2.545 2.019 0.657 -0.543 -0.197 -0.08
```
Forces are in eV/Å.

Its total charge is -1. The LUMO energy is 1.8 eV. The relative energy (zero: lowest compared OMol25 entry of this formula, charge and spin) is 53.3 kcal/mol. The calculation puts the HOMO energy at -5.83 eV.